ORCA calculation (wB97M-V/def2-TZVPD) on one molecule with the formula C5H10O2.

Geometry as XYZ:
```
17
Properties=species:S:1:pos:R:3:mulliken_charge:R:1
O 2.32 0.06 1.09 -0.51
C 1.61 -0.57 0.05 -0.78
C 0.13 -0.36 0.30 0.36
C -0.35 1.09 0.22 -0.71
C -1.85 0.92 -0.02 -0.40
O -2.00 -0.32 -0.71 -0.38
C -0.77 -1.01 -0.76 -0.64
H 3.26 -0.11 0.96 0.31
H 1.87 -0.15 -0.93 0.34
H 1.83 -1.65 0.02 0.36
H -0.12 -0.77 1.29 0.28
H -0.12 1.67 1.12 0.34
H 0.13 1.59 -0.63 0.29
H -2.28 1.72 -0.62 0.27
H -2.40 0.87 0.93 0.26
H -0.31 -0.91 -1.76 0.32
H -0.95 -2.07 -0.58 0.30
```

Its SMILES is OC[C@H]1CCOC1. The calculation puts the gap between HOMO and LUMO at 10.39 eV. The calculation puts the HOMO energy at -9.5207 eV. The total energy is -9441.5307 eV.